# 1
Molecular formula: C7H11N
Method: DFT, wB97M-V/def2-TZVPD

ORCA input file:
```
! wB97M-V def2-TZVPD RIJCOSX def2/J DEFGRID3
* xyz 0 1
N 1.1579 0.0300 -1.9239
C -1.4173 -0.4358 1.0345
C 1.2303 -1.2413 -1.3425
C 1.0627 -1.2114 -0.0485
C 0.9837 0.3047 0.2807
C 0.7957 1.0109 -1.0805
C -2.6372 0.1188 1.0350
C -0.1189 0.4874 1.2709
H 0.0879 0.1935 2.3804
H -0.7800 1.5019 1.5566
H 1.2192 -1.8754 0.7017
H -3.5280 -0.4175 0.9772
H 0.9869 0.1876 -2.9219
H -1.1383 -1.6006 1.0331
H 2.0905 0.5122 0.4886
H -2.7559 1.2582 1.0234
H 1.6450 -2.1373 -1.7672
H -0.3309 1.4534 -1.2596
H 1.4466 1.8606 -1.4377
*
```

As for the SMILES: C=CC[C@H]1C=CNC1. The calculation puts the energy above the lowest of the compared OMol25 structures with the same formula, charge and spin at 4.364 eV. For the frontier orbital gap, the calculation gives 8.6 eV. The HOMO energy is -7.518 eV.

---

# 2
Molecular formula: C15H14MnN5
Method: DFT, wB97M-V/def2-TZVPD

ORCA input file:
```
! wB97M-V def2-TZVPD RIJCOSX def2/J DEFGRID3
* xyz 2 5
Mn 0.2920 -0.3473 -0.1332
N -0.0992 1.0343 1.2342
N -1.1998 -1.2131 0.9424
N -2.7431 -2.8243 1.6255
N 1.4527 1.0608 -0.6553
N -0.9804 0.7533 2.1589
C -4.4328 -1.8866 4.7469
C -4.0701 -2.6395 3.6467
C -1.5783 -0.4010 2.0306
C -1.8149 -2.3680 0.8007
C 2.9711 2.0175 -2.2153
C 3.1896 3.0974 -1.3522
C -2.9331 -0.1115 4.0924
C 1.5909 2.1567 0.1692
C -3.1438 -2.1230 2.7497
C 0.7421 2.0679 1.3037
C 2.4996 3.1762 -0.1570
C 1.7715 -1.4657 0.7410
C -2.5581 -0.8551 2.9696
C -3.8701 -0.6249 4.9655
C 2.1120 1.0111 -1.8129
H 3.4740 1.9499 -3.1675
H 1.6787 -2.3979 0.1574
H -4.4871 -3.6202 3.4728
H 2.7782 -1.0557 0.6043
H 2.6549 3.9959 0.5270
H -4.1654 -0.0548 5.8313
H -5.1503 -2.2844 5.4481
H -3.1767 -3.7295 1.4608
H -2.4744 0.8527 4.2379
H 1.9497 0.1163 -2.4208
H -1.5315 -2.9929 -0.0406
H 3.8987 3.8647 -1.6202
H 1.6459 -1.7001 1.8021
H 0.7404 2.7392 2.1517
*
```

The calculation puts the energy above the lowest of the compared OMol25 structures with the same formula, charge and spin at 0.832 eV. For the frontier orbital gap (alpha / beta), the calculation gives 6.3 / 6.6 eV. The HOMO energy (alpha / beta) is -14.736 / -14.752 eV. Its expectation value of S² is 6.2147.

---

# 3
Molecular formula: C4H5ClN2OS
Method: DFT, wB97M-V/def2-TZVPD

ORCA input file:
```
! wB97M-V def2-TZVPD RIJCOSX def2/J DEFGRID3
* xyz 0 1
Cl 0.1782 1.9380 2.8434
S -2.2580 -1.3321 -0.0169
O -0.9328 2.3722 0.4274
N -1.1771 -1.7313 1.1858
N -0.0069 -1.3120 0.9533
C -0.9821 -0.5127 -1.0322
C 1.6524 -0.0638 -0.4903
C 0.2485 -0.6619 -0.1297
C -0.3780 1.6469 1.1777
H -0.8373 -0.9770 -1.9283
H -1.2697 0.6635 -1.1259
H 2.2900 -0.3131 0.2820
H 1.4363 0.9671 -0.8714
H 2.0365 -0.6839 -1.2749
*
```

The calculation puts the energy above the lowest of the compared OMol25 structures with the same formula, charge and spin at 2.869 eV. For the frontier orbital gap (alpha / beta), the calculation gives 8.4 / 6.5 eV. The HOMO energy (alpha / beta) is -9.262 / -7.944 eV.

---

# 4
Molecular formula: C6H9NO2PS
Method: DFT, wB97M-V/def2-TZVPD

ORCA input file:
```
! wB97M-V def2-TZVPD RIJCOSX def2/J DEFGRID3
* xyz -1 1
S 2.8526 0.8706 0.0823
P 0.1607 -1.2533 -1.3947
O 0.3706 -1.0518 -2.8623
O -0.3611 -2.5582 -0.8254
N -0.3652 0.1034 -0.7100
C -2.3395 1.0793 1.7642
C 2.1516 -0.6928 0.2747
C -0.1398 0.2965 0.6616
C -1.3627 0.5210 1.3355
C 0.8425 -0.7526 1.1627
C -1.1972 1.1971 -1.2305
H 1.1042 -0.5669 2.2480
H -1.5064 0.9172 -2.2286
H 2.9602 -1.3889 0.4213
H -3.2252 1.4401 2.0005
H 0.5363 -1.8806 1.1108
H 1.6623 -1.0792 -0.8213
H -2.0075 1.4421 -0.5610
H -0.5992 2.1968 -1.1885
H 0.4627 1.1602 0.7606
*
```

The calculation puts the energy above the lowest of the compared OMol25 structures with the same formula, charge and spin at 2.050 eV. For the frontier orbital gap, the calculation gives 7.4 eV. The HOMO energy is -4.023 eV.

---

# 5
Molecular formula: C10H15BrClN3O6Rh
Method: DFT, wB97M-V/def2-TZVPD

ORCA input file:
```
! wB97M-V def2-TZVPD RIJCOSX def2/J DEFGRID3
* xyz 1 1
Rh -0.2390 0.4203 -0.7537
Br 1.8956 3.1928 -0.6710
Cl -1.8440 2.6286 -1.3867
O -1.8833 3.9903 -1.6740
O -0.9070 1.9267 -2.2844
O 0.4227 -1.5548 -0.8919
O -1.2687 2.3703 -0.0504
O -3.1082 1.9860 -1.4624
O 2.0809 -3.0456 -0.6856
N -0.1493 0.4004 1.4905
N 2.0644 0.4456 -0.7852
N -2.1307 -0.6998 -1.1860
C 2.8130 1.5498 -0.7989
C -2.9308 -0.5622 1.1369
C -2.0895 -0.8876 2.3660
C 4.7875 0.2256 -0.9079
C 1.6596 -1.9260 -0.8047
C 4.1949 1.4779 -0.8634
C 4.0041 -0.9204 -0.8950
C -2.6526 -1.4745 -0.0562
C -0.5858 -0.8552 2.1349
C 2.6364 -0.7504 -0.8403
H 0.8216 0.6049 1.7048
H 5.8654 0.1406 -0.9467
H -2.3485 -0.1694 3.1485
H 4.4117 -1.9201 -0.9236
H -0.0898 -0.9679 3.1020
H -0.7190 1.1940 1.7712
H -0.2562 -1.6841 1.5068
H -2.7513 0.4725 0.8326
H -2.3382 -1.8805 2.7434
H 4.7809 2.3849 -0.8761
H -3.9796 -0.6207 1.4242
H -3.5686 -1.9858 -0.3621
H -1.8991 -1.2943 -1.9765
H -2.7769 0.0352 -1.4681
H -1.9227 -2.2471 0.1889
*
```

The calculation puts the energy above the lowest of the compared OMol25 structures with the same formula, charge and spin at 2.157 eV. For the frontier orbital gap, the calculation gives 7.3 eV. The HOMO energy is -13.231 eV.

---

# 6
Molecular formula: C40H77IN6O12P2S
Method: DFT, wB97M-V/def2-TZVPD

ORCA input file:
```
! wB97M-V def2-TZVPD RIJCOSX def2/J DEFGRID3
* xyz 0 1
I -0.1091 5.8158 -1.1551
S -1.1107 5.3224 -3.9993
P -0.7645 3.5477 -3.3097
P 2.4430 3.0016 -1.0341
O -7.2663 -2.4337 5.1490
O -4.1650 -4.6848 -3.1812
O -0.2783 -5.1766 -0.1597
O 3.3450 -5.1439 -2.0678
O 2.8393 2.9019 -2.6663
O 7.6555 6.5250 2.8545
O 5.9575 3.2635 -3.8649
O -1.6872 3.4658 -0.8169
O -0.8803 0.8011 -1.6167
O -2.3645 2.9303 1.1913
O 3.3944 1.8452 -0.2839
O 2.8697 4.3472 -0.5921
N 5.8119 4.0689 -1.7829
N -4.5997 -6.8774 -3.0896
N 7.3687 8.1908 1.3899
N 3.3511 -7.3394 -2.4991
N -8.8731 -2.4274 3.5926
N -0.1975 4.6440 2.0605
C 0.1128 2.5262 0.7696
C 7.7632 9.1762 0.4026
C -0.1112 1.0643 1.3408
C -8.7225 -0.5331 5.1515
C -1.9303 -3.3824 -0.1679
C 0.6622 3.6445 1.7544
C 0.4611 1.2796 -1.5711
C 5.4248 -6.2774 -1.7221
C -2.6524 -0.0102 -3.0649
C -2.9019 -1.3648 2.8642
C -3.4255 -3.0746 -0.5841
C -4.8843 -1.9407 1.2128
C -4.0644 -5.7867 -3.7005
C 0.3009 5.5552 2.9317
C 2.0161 3.4611 2.2430
C 0.6532 -4.8010 -1.2056
C 1.6318 5.5853 3.5156
C 2.5367 4.4932 3.1566
C -1.0715 1.6626 3.7551
C -8.2231 -1.8619 4.6463
C -3.9456 -1.6741 -0.0337
C 8.1536 7.2927 2.0448
C -10.0157 -1.9149 2.8631
C -4.5862 -8.2553 -3.5394
C 6.2534 4.7568 -0.5875
C 7.8804 4.4374 -3.0494
C -3.3579 -5.9930 -5.0156
C 0.0106 0.9066 2.9019
C -1.1022 -0.1145 -2.6936
C -2.4353 -0.5835 4.1632
C 0.6020 2.6558 -0.7609
C -1.6230 -4.8689 -0.5960
C -2.4760 0.9591 3.8222
C 3.9126 -8.6712 -2.6080
C -4.4248 -1.1918 2.5386
C 3.9695 -6.1946 -2.1042
C 6.4848 3.8769 -2.9436
C -0.3961 3.6777 -1.4404
C 9.6287 7.2867 1.7347
C -1.4103 2.9821 0.4795
H -0.0345 -0.2030 3.1040
H 0.8457 1.3699 -2.6249
H -0.3912 6.3838 3.2317
H -2.7219 -0.0722 -4.1868
H 2.3799 -7.2082 -2.7389
H -5.9018 -1.5372 0.9375
H -8.4832 -3.3141 3.3106
H -10.3516 -0.9573 3.2502
H -3.0699 0.9991 -2.7959
H -4.5585 -1.2328 -0.8687
H -5.0350 -3.0185 1.4690
H -3.4716 -3.0279 -1.7077
H -1.8636 2.6466 -3.4917
H -1.7320 -5.0133 -1.7031
H 3.5740 4.4367 3.5463
H -3.1150 -0.9532 0.1623
H -3.0390 1.4578 4.6657
H 1.9102 6.4125 4.2038
H -0.6780 1.6904 4.8151
H 5.5614 5.5770 -0.3884
H -5.6180 -8.5965 -3.6451
H 10.1175 6.5199 2.3321
H 0.6047 -5.5657 -2.0257
H -2.3115 -5.5721 -0.0591
H 2.6968 2.6239 1.9879
H 3.3133 2.0562 -2.7918
H -4.0501 -6.3981 -5.7559
H 7.4919 10.1669 0.7725
H -8.1063 -0.2136 5.9892
H 5.5544 -6.9544 -0.8756
H -4.1328 -3.8986 -0.2947
H 1.6710 -4.7426 -0.7539
H -4.7197 -0.1121 2.3798
H -4.0706 -8.3704 -4.4884
H 3.3470 -9.3410 -1.9572
H 6.3948 8.1357 1.6487
H -3.2463 -0.8562 -2.6494
H -2.9864 -5.0364 -5.3772
H 8.5250 3.9885 -2.2915
H -5.0720 -1.5386 3.4165
H -0.9218 -1.1881 -2.4286
H 0.5657 0.2885 0.8873
H -2.5092 -6.6674 -4.8858
H -3.1687 -0.8221 4.9770
H 4.8867 3.6690 -1.7849
H -10.8290 -2.6399 2.9369
H 0.3811 -3.7753 -1.5884
H 9.7912 7.0593 0.6793
H -5.0558 -6.6634 -2.2153
H 6.0185 -6.6198 -2.5716
H -2.7260 -2.4692 3.0250
H -9.7361 -1.8024 1.8136
H 4.9612 -8.6969 -2.3261
H -4.0883 -8.8634 -2.7815
H 6.2207 4.0541 0.2471
H -8.6534 0.2196 4.3639
H 0.4126 3.0351 -3.9282
H 1.1013 0.4710 -1.0936
H -3.0960 1.1198 2.9087
H -1.2415 2.7284 3.4693
H -1.1538 0.7501 1.0558
H 8.8301 9.1477 0.2004
H -2.2158 -1.0325 2.0389
H -9.7546 -0.6242 5.4954
H 1.0141 1.2215 3.3102
H 10.0702 8.2534 1.9834
H 7.2149 8.9813 -0.5214
H -0.5465 0.1310 -3.6353
H -1.7794 -3.3053 0.9408
H 3.0312 0.9535 -0.4506
H 7.2615 5.1506 -0.6878
H 8.2875 4.2043 -4.0314
H -1.2557 -2.6525 -0.6837
H -1.4265 -0.9440 4.5110
H 5.7760 -5.2898 -1.4310
H 7.8605 5.5224 -2.9315
H 3.8078 -9.0093 -3.6409
*
```

The calculation puts the energy above the lowest of the compared OMol25 structures with the same formula, charge and spin at 3.411 eV. For the frontier orbital gap, the calculation gives 7.5 eV. The HOMO energy is -7.485 eV.

---

# 7
Molecular formula: C5H5NO3P
Method: DFT, wB97M-V/def2-TZVPD

ORCA input file:
```
! wB97M-V def2-TZVPD RIJCOSX def2/J DEFGRID3
* xyz -1 1
P -1.6526 -0.7180 -0.1376
O 1.0005 0.4754 0.0637
O 0.2758 2.6405 0.2647
O 0.5922 0.3969 -2.1054
N -0.8821 0.4658 3.5611
C 1.6069 -1.5270 -1.0971
C 0.0512 1.4654 0.2816
C -1.2594 0.8605 0.2866
C -0.8593 1.0217 2.5676
C 1.0041 -0.1729 -1.1262
H 2.7406 -1.6732 -1.0974
H -3.0741 -0.8693 0.3320
H 1.2068 -1.9785 -0.1356
H -2.0239 1.5489 0.4461
H 1.2731 -1.9361 -2.1039
*
```

The calculation puts the energy above the lowest of the compared OMol25 structures with the same formula, charge and spin at 2.130 eV. For the frontier orbital gap (alpha / beta), the calculation gives 7.4 / 7.4 eV. The HOMO energy (alpha / beta) is -4.221 / -4.220 eV.

---

Copy entry 5 word for word.
Molecular formula: C10H15BrClN3O6Rh
Method: DFT, wB97M-V/def2-TZVPD

ORCA input file:
```
! wB97M-V def2-TZVPD RIJCOSX def2/J DEFGRID3
* xyz 1 1
Rh -0.2390 0.4203 -0.7537
Br 1.8956 3.1928 -0.6710
Cl -1.8440 2.6286 -1.3867
O -1.8833 3.9903 -1.6740
O -0.9070 1.9267 -2.2844
O 0.4227 -1.5548 -0.8919
O -1.2687 2.3703 -0.0504
O -3.1082 1.9860 -1.4624
O 2.0809 -3.0456 -0.6856
N -0.1493 0.4004 1.4905
N 2.0644 0.4456 -0.7852
N -2.1307 -0.6998 -1.1860
C 2.8130 1.5498 -0.7989
C -2.9308 -0.5622 1.1369
C -2.0895 -0.8876 2.3660
C 4.7875 0.2256 -0.9079
C 1.6596 -1.9260 -0.8047
C 4.1949 1.4779 -0.8634
C 4.0041 -0.9204 -0.8950
C -2.6526 -1.4745 -0.0562
C -0.5858 -0.8552 2.1349
C 2.6364 -0.7504 -0.8403
H 0.8216 0.6049 1.7048
H 5.8654 0.1406 -0.9467
H -2.3485 -0.1694 3.1485
H 4.4117 -1.9201 -0.9236
H -0.0898 -0.9679 3.1020
H -0.7190 1.1940 1.7712
H -0.2562 -1.6841 1.5068
H -2.7513 0.4725 0.8326
H -2.3382 -1.8805 2.7434
H 4.7809 2.3849 -0.8761
H -3.9796 -0.6207 1.4242
H -3.5686 -1.9858 -0.3621
H -1.8991 -1.2943 -1.9765
H -2.7769 0.0352 -1.4681
H -1.9227 -2.2471 0.1889
*
```

The calculation puts the energy above the lowest of the compared OMol25 structures with the same formula, charge and spin at 2.157 eV. For the frontier orbital gap, the calculation gives 7.3 eV. The HOMO energy is -13.231 eV.

---

Look up the energy above the lowest of the compared OMol25 structures with the same formula, charge and spin of the fifth one. 2.157 eV